1.
{"formula": "C33H83N5O8", "method": "ωB97M-V/def2-TZVPD", "elements": ["C", "O", "H", "H", "H", "H", "C", "O", "H", "H", "H", "H", "C", "O", "H", "H", "H", "H", "C", "C", "C", "O", "C", "N", "H", "H", "H", "H", "H", "H", "H", "H", "H", "H", "H", "C", "C", "C", "O", "C", "N", "H", "H", "H", "H", "H", "H", "H", "H", "H", "H", "H", "C", "C", "C", "O", "C", "N", "H", "H", "H", "H", "H", "H", "H", "H", "H", "H", "H", "C", "C", "C", "C", "C", "C", "N", "O", "C", "C", "C", "H", "H", "H", "H", "H", "H", "H", "H", "H", "H", "H", "H", "H", "H", "H", "H", "H", "H", "H", "C", "C", "C", "C", "C", "C", "N", "O", "C", "C", "C", "H", "H", "H", "H", "H", "H", "H", "H", "H", "H", "H", "H", "H", "H", "H", "H", "H", "H", "H"], "positions_angstrom": [[-0.484, -0.961, -0.722], [0.104, -2.051, 0.037], [-0.891, -1.297, -1.675], [-1.378, -0.646, -0.184], [0.169, -0.094, -0.816], [0.211, -1.722, 0.932], [0.058, 0.934, 1.126], [-0.867, -0.013, 1.671], [1.001, 0.397, 1.023], [-0.321, 1.293, 0.170], [0.158, 1.897, 1.627], [-1.767, 0.321, 1.660], [0.483, -2.054, -2.974], [1.411, -1.025, -3.209], [0.457, -2.411, -1.945], [-0.472, -1.651, -3.312], [0.731, -2.967, -3.516], [1.910, -0.959, -2.391], [2.642, 0.553, 0.017], [2.568, -0.087, -1.425], [3.913, -0.055, -2.164], [4.887, -0.595, -1.272], [6.233, -0.379, -1.821], [2.008, -1.443, -1.335], [3.407, 1.326, 0.078], [3.023, -0.219, 0.685], [1.692, 0.939, 0.388], [1.936, 0.512, -2.080], [4.036, 0.986, -2.462], [3.880, -0.646, -3.079], [6.535, 0.668, -1.853], [6.299, -0.766, -2.837], [6.934, -0.954, -1.215], [2.818, -2.046, -1.307], [1.484, -1.655, -0.497], [-2.768, 3.468, -1.139], [-2.146, 2.293, -0.279], [-3.186, 1.731, 0.704], [-2.499, 1.120, 1.759], [-3.196, 1.159, 3.045], [-1.745, 1.280, -1.174], [-2.091, 3.714, -1.957], [-2.922, 4.336, -0.499], [-3.723, 3.205, -1.593], [-1.349, 2.790, 0.274], [-3.825, 1.000, 0.207], [-3.778, 2.568, 1.074], [-2.572, 0.805, 3.866], [-4.110, 0.576, 3.156], [-3.404, 2.205, 3.268], [-1.555, 0.491, -0.572], [-0.970, 1.552, -1.762], [-5.039, -0.704, -0.668], [-3.678, -0.456, -1.268], [-3.041, -1.805, -1.854], [-3.051, -2.797, -0.827], [-1.907, -3.722, -0.811], [-3.720, 0.595, -2.227], [-5.762, -1.138, -1.358], [-5.357, 0.261, -0.273], [-5.073, -1.332, 0.222], [-2.986, -0.065, -0.521], [-2.043, -1.675, -2.272], [-3.669, -2.302, -2.594], [-1.694, -4.224, -1.756], [-2.151, -4.384, 0.020], [-1.003, -3.233, -0.446], [-2.778, 0.830, -2.503], [-4.008, 1.409, -1.702], [2.886, -2.804, 2.953], [1.621, -2.087, 3.352], [0.306, -2.495, 2.704], [-0.225, -3.838, 3.145], [-0.447, -3.795, 4.669], [0.762, -3.168, 5.494], [1.433, -2.039, 4.829], [2.614, -1.654, 5.520], [0.102, -2.506, 6.690], [1.742, -4.319, 5.820], [1.859, -0.673, 2.728], [3.761, -2.391, 3.456], [2.964, -2.650, 1.876], [2.868, -3.858, 3.228], [-0.427, -1.706, 2.873], [0.397, -2.583, 1.621], [0.475, -4.618, 2.844], [-1.151, -3.992, 2.592], [-0.522, -4.868, 4.848], [-1.354, -3.285, 4.994], [-0.602, -1.764, 6.313], [-0.525, -3.159, 7.297], [0.778, -1.953, 7.343], [1.960, -5.002, 5.000], [2.663, -3.911, 6.236], [1.429, -4.855, 6.716], [2.811, -0.277, 3.081], [1.087, 0.051, 2.986], [1.977, -0.670, 1.644], [2.431, -0.760, 5.820], [1.885, 3.856, -2.092], [0.525, 3.568, -1.557], [-0.417, 4.663, -2.202], [-0.782, 4.527, -3.668], [-1.207, 3.092, -4.008], [-0.273, 1.979, -3.455], [0.085, 2.259, -2.015], [0.655, 1.110, -1.360], [-1.033, 0.665, -3.603], [0.981, 1.960, -4.429], [0.413, 3.634, -0.046], [2.606, 3.042, -2.174], [1.884, 4.305, -3.085], [2.472, 4.643, -1.620], [-1.260, 4.876, -1.544], [-0.052, 5.690, -2.197], [-1.625, 5.204, -3.802], [-0.011, 4.848, -4.368], [-1.347, 3.068, -5.089], [-2.189, 3.002, -3.545], [-0.511, -0.187, -3.168], [-1.246, 0.383, -4.635], [-1.955, 0.764, -3.030], [0.674, 1.886, -5.473], [1.687, 1.168, -4.179], [1.683, 2.792, -4.470], [-0.596, 3.468, 0.330], [1.093, 2.999, 0.522], [0.664, 4.662, 0.216], [1.512, 1.020, -1.783]], "e_lumo_ev": 0.481}

2.
{"formula": "C33H85N7O7", "method": "ωB97M-V/def2-TZVPD", "elements": ["C", "C", "C", "C", "C", "C", "C", "C", "C", "N", "O", "H", "H", "H", "H", "H", "H", "H", "H", "H", "H", "H", "H", "H", "H", "H", "H", "H", "H", "H", "C", "O", "C", "C", "C", "N", "H", "H", "H", "H", "H", "H", "H", "H", "H", "H", "H", "C", "O", "C", "C", "C", "N", "H", "H", "H", "H", "H", "H", "H", "H", "H", "H", "H", "C", "O", "C", "C", "C", "N", "H", "H", "H", "H", "H", "H", "H", "H", "H", "H", "H", "C", "O", "C", "C", "C", "N", "H", "H", "H", "H", "H", "H", "H", "H", "H", "H", "H", "C", "O", "C", "C", "C", "N", "H", "H", "H", "H", "H", "H", "H", "H", "H", "H", "H", "C", "O", "C", "C", "C", "N", "H", "H", "H", "H", "H", "H", "H", "H", "H", "H", "H"], "positions_angstrom": [[-2.765, 1.174, -2.336], [-2.869, 0.471, -3.707], [-4.187, 0.921, -4.337], [-1.743, 0.993, -4.597], [-0.469, 0.171, -4.632], [-0.786, -1.313, -4.761], [-1.751, -1.821, -3.691], [-2.142, -3.259, -4.093], [-1.092, -1.836, -2.315], [-2.986, -1.020, -3.647], [-3.838, -1.435, -2.614], [-3.225, 2.157, -2.368], [-3.203, 0.585, -1.524], [-1.723, 1.230, -1.999], [-4.305, 0.424, -5.306], [-5.051, 0.529, -3.789], [-4.317, 1.994, -4.477], [-2.053, 1.088, -5.640], [-1.483, 1.986, -4.227], [0.009, 0.352, -5.600], [0.229, 0.340, -3.811], [0.097, -1.950, -4.661], [-1.065, -1.622, -5.774], [-2.833, -3.740, -3.398], [-1.275, -3.925, -4.053], [-2.558, -3.261, -5.100], [-0.963, -0.817, -1.932], [-0.060, -2.205, -2.338], [-1.636, -2.387, -1.550], [-4.642, -1.703, -3.073], [-6.167, 1.573, 3.610], [-5.538, 0.623, 2.759], [-5.305, 1.061, 1.453], [-4.148, 0.308, 0.792], [-4.487, -1.120, 0.346], [-2.976, 0.346, 1.686], [-7.097, 1.909, 3.144], [-5.462, 2.355, 3.899], [-6.424, 0.986, 4.493], [-6.199, 0.965, 0.822], [-5.105, 2.141, 1.410], [-3.883, 0.841, -0.125], [-3.969, -1.338, -0.595], [-5.544, -1.207, 0.077], [-4.214, -1.937, 1.012], [-3.352, 0.054, 2.584], [-2.288, -0.319, 1.356], [5.177, 1.835, 5.209], [4.035, 1.235, 5.762], [2.962, 1.210, 4.858], [1.663, 0.917, 5.607], [1.576, -0.475, 6.253], [0.524, 1.093, 4.678], [4.993, 2.904, 5.044], [5.587, 1.348, 4.321], [5.958, 1.834, 5.974], [2.835, 2.175, 4.339], [3.170, 0.545, 4.007], [1.535, 1.653, 6.407], [0.589, -0.919, 6.161], [1.881, -0.430, 7.302], [2.328, -1.150, 5.837], [0.779, 1.856, 4.043], [-0.264, 1.514, 5.162], [3.765, 0.195, -5.577], [3.882, -1.216, -5.492], [3.188, -1.776, -4.383], [3.226, -3.285, -4.628], [2.193, -3.791, -5.602], [2.961, -3.898, -3.305], [2.698, 0.437, -5.504], [4.130, 0.545, -6.538], [4.337, 0.653, -4.766], [3.726, -1.507, -3.467], [2.170, -1.372, -4.363], [4.242, -3.584, -4.906], [2.100, -4.871, -5.493], [2.526, -3.416, -6.574], [1.190, -3.399, -5.442], [3.185, -4.886, -3.272], [3.541, -3.489, -2.579], [0.716, -5.457, 2.761], [0.288, -4.261, 2.146], [1.227, -3.637, 1.283], [2.568, -3.292, 1.981], [2.263, -2.424, 3.216], [3.468, -2.539, 1.097], [-0.172, -5.997, 3.086], [1.407, -5.223, 3.570], [1.167, -6.177, 2.063], [1.415, -4.347, 0.466], [0.744, -2.734, 0.908], [2.941, -4.253, 2.332], [1.924, -1.456, 2.846], [3.169, -2.115, 3.742], [1.536, -2.921, 3.849], [3.247, -1.555, 1.194], [3.256, -2.735, 0.123], [0.720, 5.482, 4.235], [0.272, 4.713, 3.141], [-0.881, 5.210, 2.495], [-1.556, 4.096, 1.703], [-2.354, 4.466, 0.442], [-2.480, 3.395, 2.620], [1.796, 5.323, 4.315], [0.276, 5.143, 5.174], [0.534, 6.545, 4.064], [-1.556, 5.737, 3.175], [-0.510, 5.970, 1.785], [-0.774, 3.447, 1.288], [-1.668, 4.958, -0.253], [-3.099, 5.226, 0.689], [-2.825, 3.619, -0.050], [-2.984, 2.692, 2.091], [-1.884, 2.898, 3.275], [4.424, 0.820, -1.574], [3.370, 0.175, -0.901], [2.767, 1.013, 0.076], [1.365, 0.457, 0.390], [0.318, 1.021, -0.590], [0.988, 0.845, 1.724], [4.093, 1.428, -2.419], [5.189, 0.117, -1.910], [4.965, 1.458, -0.863], [3.354, 0.996, 1.001], [2.668, 2.015, -0.350], [1.463, -0.619, 0.196], [0.375, 0.611, -1.597], [0.376, 2.110, -0.559], [-0.676, 0.731, -0.233], [1.231, 0.200, 2.463], [-0.010, 0.975, 1.850]], "smiles": "CC1(C)CCCC(C)(C)N1O.COC[C@H](C)N.COC[C@H](C)N.COC[C@H](C)N.COC[C@H](C)N.COC[C@H](C)N.COC[C@H](C)N", "e_lumo_ev": 0.652}

3.
{"formula": "C33H87N3O42P6", "method": "ωB97M-V/def2-TZVPD", "elements": ["C", "O", "P", "O", "O", "C", "O", "C", "H", "H", "H", "H", "H", "H", "H", "H", "H", "C", "O", "P", "O", "O", "C", "O", "C", "H", "H", "H", "H", "H", "H", "H", "H", "H", "C", "O", "P", "O", "O", "C", "O", "C", "H", "H", "H", "H", "H", "H", "H", "H", "H", "C", "O", "P", "O", "O", "C", "O", "C", "H", "H", "H", "H", "H", "H", "H", "H", "H", "C", "O", "P", "O", "O", "C", "O", "C", "H", "H", "H", "H", "H", "H", "H", "H", "H", "C", "O", "P", "O", "O", "C", "O", "C", "H", "H", "H", "H", "H", "H", "H", "H", "H", "C", "N", "O", "O", "H", "H", "H", "C", "N", "O", "O", "H", "H", "H", "C", "N", "O", "O", "H", "H", "H", "C", "O", "C", "O", "O", "C", "H", "H", "H", "H", "H", "H", "C", "O", "C", "O", "O", "C", "H", "H", "H", "H", "H", "H", "C", "O", "C", "O", "O", "C", "H", "H", "H", "H", "H", "H", "C", "O", "C", "O", "O", "C", "H", "H", "H", "H", "H", "H"], "positions_angstrom": [[1.231, 5.432, 2.655], [1.364, 4.004, 2.707], [2.689, 3.269, 3.104], [2.642, 1.822, 3.086], [3.709, 3.946, 2.093], [4.994, 3.469, 1.835], [3.178, 3.815, 4.506], [3.242, 2.916, 5.598], [0.187, 5.710, 2.446], [1.887, 5.846, 1.902], [1.453, 5.904, 3.597], [5.479, 3.358, 2.803], [5.528, 4.228, 1.275], [5.019, 2.491, 1.353], [3.324, 1.896, 5.349], [2.397, 3.153, 6.195], [4.107, 3.201, 6.153], [-0.158, -7.891, -1.535], [0.927, -7.752, -0.602], [0.606, -7.357, 0.885], [-0.508, -6.420, 1.067], [0.354, -8.703, 1.604], [-0.166, -8.767, 2.865], [1.971, -6.793, 1.402], [2.489, -5.547, 0.720], [-0.677, -8.880, -1.428], [0.301, -7.832, -2.518], [-0.914, -7.149, -1.410], [-0.666, -9.755, 2.980], [-0.904, -7.964, 3.117], [0.659, -8.757, 3.550], [3.484, -5.777, 0.300], [2.520, -4.779, 1.469], [1.889, -5.210, -0.152], [5.617, -0.030, -1.879], [4.839, -1.140, -1.589], [5.062, -1.880, -0.223], [4.425, -3.171, -0.154], [6.628, -2.004, 0.007], [7.282, -3.281, -0.207], [4.503, -0.691, 0.655], [4.089, -0.923, 2.023], [5.685, 0.582, -0.984], [5.149, 0.522, -2.702], [6.615, -0.153, -2.139], [7.211, -3.875, 0.692], [8.255, -3.101, -0.620], [6.801, -3.777, -1.071], [3.184, -1.518, 1.951], [4.037, 0.125, 2.347], [4.943, -1.465, 2.500], [1.467, -1.168, 4.527], [1.112, -0.603, 5.819], [-0.306, 0.015, 6.143], [-1.257, 0.179, 5.016], [-0.891, -0.756, 7.360], [-1.888, -1.688, 7.345], [0.122, 1.376, 6.904], [-0.675, 2.622, 6.748], [1.824, -2.168, 4.701], [2.196, -0.556, 4.144], [0.625, -1.305, 3.841], [-1.883, -2.298, 8.264], [-1.730, -2.417, 6.518], [-2.870, -1.323, 7.294], [-0.032, 3.490, 6.794], [-1.330, 2.593, 7.642], [-1.263, 2.637, 5.860], [-5.801, 2.810, -3.786], [-4.787, 1.985, -3.057], [-5.121, 0.852, -1.943], [-6.496, 0.438, -1.910], [-4.082, -0.255, -2.322], [-2.708, -0.114, -2.640], [-4.564, 1.571, -0.579], [-4.370, 0.553, 0.392], [-5.814, 2.551, -4.840], [-5.464, 3.809, -3.605], [-6.795, 2.553, -3.422], [-2.596, 0.656, -3.378], [-2.418, -1.092, -3.072], [-2.060, 0.077, -1.784], [-3.597, -0.208, 0.179], [-5.314, 0.166, 0.800], [-3.952, 1.114, 1.251], [2.363, -5.252, -2.887], [1.112, -4.673, -2.388], [0.104, -4.321, -3.557], [-0.506, -5.463, -4.217], [-0.879, -3.418, -2.664], [-1.542, -4.216, -1.651], [0.863, -3.324, -4.436], [0.696, -3.392, -5.863], [3.176, -4.536, -2.766], [2.255, -5.460, -3.925], [2.486, -6.143, -2.255], [-0.897, -4.710, -0.961], [-2.188, -4.999, -2.076], [-2.121, -3.474, -1.158], [0.018, -2.618, -6.143], [0.311, -4.380, -6.217], [1.658, -3.238, -6.340], [-3.211, -2.147, 2.686], [-1.896, -2.232, 1.989], [-1.793, -1.483, 1.008], [-1.051, -3.011, 2.359], [-3.739, -3.119, 2.844], [-3.785, -1.487, 2.031], [-2.992, -1.681, 3.689], [-3.689, 1.614, 4.100], [-3.971, 0.987, 5.440], [-4.429, -0.120, 5.382], [-3.614, 1.564, 6.445], [-4.714, 1.743, 3.713], [-3.090, 0.962, 3.496], [-3.204, 2.574, 4.225], [-4.616, 4.801, -0.105], [-4.211, 4.072, 1.109], [-5.112, 3.573, 1.731], [-3.066, 4.092, 1.498], [-4.136, 4.322, -0.979], [-4.277, 5.846, -0.003], [-5.727, 4.819, -0.067], [-0.268, 6.895, -1.912], [0.478, 5.711, -2.349], [1.186, 5.078, -1.398], [1.279, 5.401, -0.248], [1.761, 3.959, -1.974], [2.818, 3.393, -1.171], [-1.203, 6.816, -2.459], [0.302, 7.807, -2.071], [-0.477, 6.777, -0.848], [3.571, 4.185, -0.841], [3.332, 2.596, -1.768], [2.348, 2.938, -0.258], [-1.668, 0.821, -7.707], [-0.543, 1.346, -6.968], [-0.287, 0.631, -5.820], [-0.847, -0.373, -5.494], [0.653, 1.316, -5.093], [1.136, 0.508, -3.935], [-2.198, 1.644, -8.151], [-2.316, 0.209, -7.065], [-1.338, 0.074, -8.394], [1.554, -0.484, -4.207], [0.300, 0.492, -3.218], [1.964, 1.115, -3.571], [1.423, -1.958, -0.593], [1.099, -1.001, 0.413], [0.616, 0.147, 0.154], [0.506, 0.699, -0.924], [0.125, 0.666, 1.284], [-0.698, 1.836, 1.148], [0.584, -2.028, -1.288], [1.603, -2.881, -0.129], [2.287, -1.631, -1.130], [-1.564, 1.503, 0.555], [-0.164, 2.589, 0.609], [-0.899, 2.162, 2.187], [-1.345, 3.108, -1.846], [-1.307, 3.152, -3.286], [-1.892, 4.200, -3.878], [-2.554, 5.040, -3.311], [-1.824, 4.004, -5.163], [-2.301, 4.991, -6.097], [-1.613, 4.121, -1.550], [-0.291, 2.863, -1.580], [-2.058, 2.342, -1.516], [-3.395, 4.942, -6.221], [-1.708, 4.782, -6.988], [-1.990, 5.977, -5.800]], "e_lumo_ev": 0.263}